Record 1
Entry from the OMol25 dataset: C8H23AsF6KNO4 as an isolated structure (ωB97M-V with the def2-TZVPD basis set).

Atoms and positions in Å:
K (1.49, 0.31, 0.40)
As (-1.05, -1.98, -2.53)
F (-2.41, -2.67, -3.36)
F (-1.27, -3.18, -1.26)
F (0.25, -1.17, -1.64)
F (-0.85, -0.76, -3.74)
F (-2.14, -0.88, -1.64)
F (0.06, -3.04, -3.30)
C (0.46, 3.72, -0.15)
O (-0.11, 2.59, 0.50)
C (-1.50, 2.76, 0.68)
C (-1.97, 1.63, 1.59)
N (-1.74, 0.31, 1.01)
C (-2.13, -0.68, 2.01)
C (-1.61, -2.08, 1.66)
O (-2.15, -3.06, 2.51)
C (-3.31, -3.67, 2.00)
H (0.06, 3.76, -1.17)
H (1.53, 3.59, -0.30)
H (0.27, 4.60, 0.47)
H (-1.97, 2.70, -0.31)
H (-1.79, 3.74, 1.08)
H (-3.01, 1.81, 1.92)
H (-1.47, 1.77, 2.55)
H (-2.23, 0.21, 0.12)
H (-3.22, -0.74, 2.15)
H (-1.73, -0.36, 2.98)
H (-0.52, -2.11, 1.73)
H (-1.85, -2.29, 0.61)
H (-3.15, -4.09, 1.00)
H (-4.12, -2.94, 1.89)
H (-3.64, -4.46, 2.66)
C (3.62, 2.47, -2.34)
O (2.50, 1.81, -1.79)
H (4.51, 2.31, -1.73)
H (3.84, 2.15, -3.36)
H (3.46, 3.55, -2.37)
H (1.72, 1.83, -2.36)
C (4.75, -0.93, 0.30)
O (3.54, -1.69, 0.16)
H (4.86, -0.59, 1.33)
H (5.60, -1.57, 0.09)
H (4.69, -0.06, -0.35)
H (3.74, -2.61, 0.34)

## Properties
* HOMO energy: -0.333 Eh
* DFT total energy: -111820.9031 eV
* max |F|: 1.6 eV/Å
* net charge: 0
* frontier orbital gap: 8.6 eV

natural (NBO) atomic charges, in units of e: number 1, K, carries 0.957; number 2, As, carries 2.838; number 3, F, carries -0.616; number 4, F, carries -0.632; number 5, F, carries -0.673; number 6, F, carries -0.625; number 7, F, carries -0.658; number 8, F, carries -0.615; number 9, C, carries -0.258; number 10, O, carries -0.579; number 11, C, carries -0.071; number 12, C, carries -0.236; number 13, N, carries -0.660; number 14, C, carries -0.238; number 15, C, carries -0.075; number 16, O, carries -0.541; number 17, C, carries -0.248; number 18, H, carries 0.175; number 19, H, carries 0.193; number 20, H, carries 0.179; number 21, H, carries 0.175; number 22, H, carries 0.175; number 23, H, carries 0.175; number 24, H, carries 0.188; number 25, H, carries 0.404; number 26, H, carries 0.170; number 27, H, carries 0.179; number 28, H, carries 0.160; number 29, H, carries 0.213; number 30, H, carries 0.181; number 31, H, carries 0.156; number 32, H, carries 0.188; number 33, C, carries -0.245; number 34, O, carries -0.768; number 35, H, carries 0.180; number 36, H, carries 0.183; number 37, H, carries 0.165; number 38, H, carries 0.494; number 39, C, carries -0.256; number 40, O, carries -0.750; number 41, H, carries 0.161; number 42, H, carries 0.186; number 43, H, carries 0.180; number 44, H, carries 0.487


Record 2
Entry from the OMol25 dataset: C8H24AlO3 as an isolated structure (ωB97M-V with the def2-TZVPD basis set).

Atoms and positions in Å:
C (3.99, 0.22, 1.23)
O (4.36, 1.60, 1.20)
C (3.41, 2.41, 0.51)
C (2.15, 2.74, 1.34)
C (0.80, 2.25, 0.75)
Al (0.39, 0.25, 0.71)
H (3.31, 0.04, 2.06)
H (3.54, -0.06, 0.29)
H (4.89, -0.38, 1.34)
H (3.18, 2.02, -0.48)
H (3.95, 3.35, 0.36)
H (2.10, 3.83, 1.41)
H (2.34, 2.37, 2.35)
H (0.01, 2.71, 1.35)
H (0.71, 2.69, -0.25)
H (0.36, -0.45, 2.18)
H (-1.08, 0.06, 0.12)
H (1.36, -0.58, -0.30)
C (-1.21, -5.04, 1.03)
C (-1.52, -3.55, 1.11)
O (-2.74, -3.26, 0.43)
H (-1.14, -5.36, -0.01)
H (-0.27, -5.27, 1.54)
H (-2.01, -5.62, 1.50)
H (-0.73, -2.97, 0.63)
H (-1.60, -3.22, 2.14)
H (-3.44, -3.75, 0.86)
C (-2.90, 1.70, -3.70)
C (-2.84, 0.90, -2.40)
O (-2.02, 1.54, -1.43)
H (-1.89, 1.83, -4.10)
H (-3.51, 1.19, -4.44)
H (-3.31, 2.69, -3.52)
H (-2.41, -0.08, -2.57)
H (-3.85, 0.77, -1.99)
H (-2.40, 2.41, -1.25)

## Properties
* HOMO energy: -0.152 Eh
* DFT total energy: -21423.2696 eV
* max |F|: 0.8 eV/Å
* net charge: -1
* frontier orbital gap: 7.4 eV

natural (NBO) atomic charges, in units of e: number 1, C, carries -0.263; number 2, O, carries -0.561; number 3, C, carries -0.060; number 4, C, carries -0.429; number 5, C, carries -0.923; number 6, Al, carries 0.859; number 7, H, carries 0.182; number 8, H, carries 0.200; number 9, H, carries 0.163; number 10, H, carries 0.167; number 11, H, carries 0.161; number 12, H, carries 0.166; number 13, H, carries 0.197; number 14, H, carries 0.194; number 15, H, carries 0.190; number 16, H, carries -0.422; number 17, H, carries -0.390; number 18, H, carries -0.430; number 19, C, carries -0.631; number 20, C, carries -0.066; number 21, O, carries -0.712; number 22, H, carries 0.205; number 23, H, carries 0.208; number 24, H, carries 0.180; number 25, H, carries 0.214; number 26, H, carries 0.159; number 27, H, carries 0.445; number 28, C, carries -0.631; number 29, C, carries -0.060; number 30, O, carries -0.683; number 31, H, carries 0.210; number 32, H, carries 0.196; number 33, H, carries 0.186; number 34, H, carries 0.189; number 35, H, carries 0.143; number 36, H, carries 0.448